Record 1
Formula: B3F12Sn
Source: OMol25
Level of theory: wB97M-V/def2-TZVPD

```
16
Properties=species:S:1:pos:R:3:forces:R:3:mulliken_charge:R:1
Sn 0.41555 -21.64179 3.86987 0.321 0.270 -0.588 1.661
B 1.56145 -22.51753 6.66548 -0.535 -0.652 1.461 0.583
F 0.22211 -23.00257 6.71610 0.025 0.204 -0.654 -0.381
F 2.17709 -22.73554 7.87570 0.188 0.060 -0.281 -0.334
F 2.21126 -23.17094 5.60064 -0.180 0.572 -0.630 -0.367
F 1.45867 -21.12137 6.40823 -0.033 0.158 -1.123 -0.372
B -0.21232 -19.03433 2.57480 -0.095 0.738 -0.663 0.609
F -0.49312 -17.86665 1.92198 -0.014 -0.229 0.344 -0.316
F 0.66635 -18.85553 3.67886 0.091 -0.665 0.102 -0.372
F -1.35980 -19.69336 3.08688 -0.124 -0.511 0.546 -0.375
F 0.37380 -19.98318 1.70208 0.479 -0.657 0.503 -0.335
B 0.62101 -24.10260 0.59122 -0.578 -1.267 -2.229 0.386
F 0.46279 -23.27829 -0.53219 0.245 0.494 0.596 -0.383
F 0.74116 -23.34024 1.79718 0.101 0.987 1.305 -0.238
F -0.53532 -24.89965 0.66507 0.117 0.124 0.655 -0.394
F 1.74148 -24.91730 0.38842 -0.008 0.374 0.657 -0.372
```
Forces are in eV/Å.

For the HOMO energy, the calculation gives -8.85 eV. Its charge is -1. The LUMO energy is -0.50 eV.

---

Record 2
Formula: Cl4N4
Source: OMol25
Level of theory: wB97M-V/def2-TZVPD

```
8
Properties=species:S:1:pos:R:3:forces:R:3:mulliken_charge:R:1
N 1.22029 -0.23167 -0.27746 1.305 -1.390 0.052 0.485
N 1.82960 -0.17558 0.77607 -0.082 0.815 1.495 -0.142
N 0.43393 0.27195 -1.00393 -1.247 -0.289 -1.194 -0.272
N -2.14596 0.44989 0.19416 -0.301 0.961 -0.142 -0.076
Cl 2.96844 -1.43119 1.15569 -0.130 0.148 -0.606 -0.035
Cl 0.12861 1.99531 -1.00580 0.537 0.862 0.141 -0.031
Cl -2.64163 -0.25416 -1.23793 -0.171 -0.397 -0.080 0.044
Cl -1.79328 -0.62455 1.39920 0.089 -0.711 0.335 0.027
```
Forces are in eV/Å.

For the HOMO energy (spin up / spin down), the calculation gives -9.69 / -9.85 eV. The LUMO energy (spin up / spin down) is -1.42 / -2.62 eV.

---

Record 3
Formula: C30H43CoN7OP2S
Source: OMol25
Level of theory: wB97M-V/def2-TZVPD

```
85
Properties=species:S:1:pos:R:3:forces:R:3:mulliken_charge:R:1
Co -0.34329 -1.26278 -0.15852 0.208 -0.200 -0.068 0.183
C -2.87072 -0.10288 -2.24566 -0.042 -0.046 -0.008 -1.935
P -1.09749 0.13451 -1.85889 -0.077 0.164 0.046 1.794
C -0.50151 -0.08808 -3.57829 0.063 -0.107 0.012 -1.571
C -1.03089 1.96905 -1.58870 0.076 0.012 0.023 -0.658
C -2.15269 2.56386 -0.99946 -0.009 -0.032 -0.014 -0.668
C -2.18867 3.91011 -0.67667 -0.009 0.030 -0.003 -1.035
C -1.09247 4.71015 -0.95400 0.001 0.005 0.046 -0.917
C 0.03242 4.13689 -1.52146 0.009 -0.046 -0.043 -0.294
C 0.10012 2.77598 -1.82728 0.016 0.044 -0.041 0.774
P 1.66043 2.07939 -2.55386 -0.034 -0.001 0.032 0.987
C 1.59709 2.89959 -4.20328 0.004 0.019 0.019 -1.366
C 2.96797 3.12434 -1.77814 -0.038 -0.051 -0.030 -1.546
H -3.18674 0.56406 -3.04921 -0.008 -0.004 -0.011 0.469
H -3.50937 0.00196 -1.37546 0.039 0.032 0.009 0.418
H -2.96539 -1.13925 -2.57587 0.007 0.011 -0.027 0.479
H -0.86801 0.71870 -4.21475 -0.013 0.007 0.002 0.429
H -0.91192 -1.03749 -3.92983 0.005 0.024 -0.005 0.507
H 0.58128 -0.14844 -3.63430 0.004 0.001 0.006 0.282
H -3.03017 1.96603 -0.79645 -0.007 -0.039 0.013 0.373
H -3.07764 4.33085 -0.22369 0.002 0.003 -0.003 0.424
H -1.10863 5.76840 -0.72623 -0.002 0.001 -0.002 0.394
H 0.88207 4.77206 -1.73395 0.037 0.019 -0.001 0.230
H 0.79211 2.46866 -4.79805 -0.003 -0.004 0.002 0.341
H 2.53776 2.71931 -4.72631 0.002 0.000 0.004 0.439
H 1.43572 3.97603 -4.11705 0.002 0.003 -0.017 0.374
H 2.86825 4.19185 -1.97298 0.000 0.034 0.004 0.523
H 3.92335 2.78908 -2.18665 -0.014 0.000 -0.025 0.457
H 3.00391 2.95427 -0.70244 -0.016 0.014 0.016 0.329
S 0.85359 -3.76511 -3.59755 0.012 0.056 -0.015 -0.335
C -0.77913 -4.14987 -3.26799 -0.005 -0.051 0.003 -0.695
C -1.26000 -3.47349 -2.18724 -0.001 0.041 0.055 -0.609
C -0.31780 -2.58005 -1.57916 0.012 -0.071 -0.071 0.773
C 0.87590 -2.65486 -2.26503 -0.045 -0.002 -0.006 0.472
C 2.01661 -1.83408 -1.90990 0.015 -0.025 0.035 0.422
C 3.25117 -1.85963 -2.57074 0.047 0.022 0.050 -1.122
C 4.28955 -1.09068 -2.08786 -0.047 0.001 -0.008 -0.794
C 4.08520 -0.30422 -0.95783 0.035 0.010 -0.045 -0.904
C 2.82657 -0.30720 -0.39092 -0.072 -0.023 0.034 -0.542
N 1.81118 -1.03372 -0.84869 0.067 -0.017 -0.016 1.240
H -1.29361 -4.87632 -3.87818 -0.002 -0.003 0.006 0.471
H -2.27278 -3.61847 -1.83249 -0.005 0.005 -0.016 0.371
H 3.38800 -2.49780 -3.43411 -0.011 0.004 -0.004 0.493
H 5.25436 -1.10874 -2.57917 0.003 -0.006 0.008 0.401
H 4.87765 0.29755 -0.53440 -0.002 0.001 0.004 0.551
H 2.61542 0.29217 0.49013 -0.026 0.015 0.004 0.110
N -3.26841 -4.20317 2.61683 0.000 -0.002 0.050 -0.565
C -3.42853 -2.87582 2.30658 0.039 -0.039 -0.144 0.390
C -3.08946 -2.44339 0.99701 -0.019 0.027 -0.018 -0.345
N -3.05401 -1.17531 0.67810 -0.064 0.076 0.302 0.124
C -3.43634 -0.29948 1.63607 -0.095 -0.035 -0.146 -0.216
C -3.90685 -0.73416 2.84705 -0.012 -0.003 0.017 -0.498
N -3.88919 -2.02842 3.20564 -0.029 0.004 0.068 -0.688
H -2.41887 -4.57944 2.20853 -0.063 -0.031 -0.010 0.337
H -3.36571 -4.39649 3.60246 -0.006 0.020 -0.016 0.307
H -2.81057 -3.17233 0.24913 -0.010 0.026 0.022 0.400
H -3.38052 0.75492 1.39605 -0.016 0.025 -0.011 0.173
H -4.29115 -0.03428 3.57989 0.012 0.014 0.012 0.428
C 1.53297 -3.03451 1.37484 -0.032 0.027 -0.006 -1.543
C 0.07222 -2.80089 0.97309 0.059 -0.033 -0.029 1.092
O -0.71283 -3.66729 1.36046 0.080 0.047 -0.047 -0.589
H 1.59260 -3.82594 2.12516 0.006 -0.016 0.006 0.530
H 2.00092 -2.11793 1.74103 -0.018 0.011 -0.017 0.058
H 2.08815 -3.34454 0.48624 0.010 -0.006 -0.004 0.202
C 1.58392 -0.43497 4.27013 -0.012 0.033 -0.008 -1.347
N 0.47141 -0.41036 3.34560 -0.009 -0.021 0.077 0.666
C -0.54766 -1.41723 3.56884 0.022 -0.031 -0.020 -0.807
C 0.33988 0.52325 2.36315 0.027 -0.018 -0.037 -0.098
N -0.19955 0.25201 1.21570 -0.023 0.116 -0.044 0.842
N 0.85330 1.77792 2.66721 -0.007 -0.046 -0.005 0.169
C 0.46883 2.40031 3.92528 0.005 0.009 0.016 -1.227
C 1.01654 2.72893 1.58798 0.026 -0.013 -0.020 -0.711
H 2.04054 -1.42817 4.25268 0.001 -0.007 -0.005 0.382
H 1.26672 -0.23220 5.29907 -0.009 0.009 -0.003 0.389
H 2.33353 0.29798 3.98306 -0.010 0.007 -0.008 0.378
H -1.05845 -1.23125 4.52042 0.012 0.002 0.004 0.503
H -0.10772 -2.41492 3.59276 -0.020 0.013 0.009 0.328
H -1.26839 -1.38321 2.76115 0.014 0.001 0.027 -0.392
H -0.40633 1.11573 0.72514 -0.015 -0.012 0.027 -0.749
H 0.15566 1.64907 4.64293 0.003 -0.014 0.009 0.435
H -0.36701 3.09275 3.77087 -0.001 0.000 0.001 0.335
H 1.30572 2.96097 4.34601 0.001 -0.002 -0.005 0.321
H 1.44647 2.23436 0.71943 -0.011 0.008 -0.007 -0.373
H 1.69809 3.51660 1.91239 -0.009 0.004 0.004 0.482
H 0.07140 3.19924 1.28461 -0.006 -0.003 0.002 0.358
```
Forces are in eV/Å.

For the HOMO energy (spin up / spin down), the calculation gives -6.60 / -6.78 eV. Its expectation value of S² is 0.773. The LUMO energy (spin up / spin down) is 0.47 / 0.47 eV. As for the multiplicity: 2.

---

Record 4
Formula: C33H27AsN4O4PdS2
Source: OMol25
Level of theory: wB97M-V/def2-TZVPD

```
72
Properties=species:S:1:pos:R:3:forces:R:3:mulliken_charge:R:1
Pd 1.62392 0.23665 0.89588 0.586 -0.157 0.285 0.351
C 5.82539 3.31309 -0.61026 -0.042 0.138 -0.043 -0.828
S 4.59368 2.72996 -1.80211 0.036 -0.144 0.092 -0.074
C 3.46270 2.00916 -0.63324 -0.023 0.175 -0.035 0.369
S 3.26666 0.31247 -0.70723 -0.168 -0.125 0.054 -0.257
N 2.87594 2.82724 0.18928 -0.084 -0.272 0.064 -1.117
N 2.01923 2.14847 1.03179 0.188 0.172 -0.182 0.763
C 1.37876 2.82660 1.90941 -0.219 0.016 0.266 -0.858
C 0.46913 2.09456 2.79284 0.186 0.239 -0.175 1.330
C -0.36356 2.72859 3.69761 -0.087 0.055 0.130 -0.784
C -1.19836 1.95303 4.49036 0.003 0.075 -0.021 -0.379
C -1.18736 0.57763 4.33935 -0.006 -0.019 0.014 -0.790
C -0.34068 0.01297 3.39690 0.058 -0.016 -0.009 -0.268
N 0.47460 0.75379 2.65330 -0.015 -0.157 -0.064 -0.278
H 6.59776 3.81515 -1.19047 0.007 -0.011 0.014 0.345
H 6.26136 2.47131 -0.07721 -0.003 0.000 -0.004 0.259
H 5.37397 4.01826 0.08284 0.014 -0.005 0.000 0.279
H 1.51797 3.90079 1.96294 -0.034 -0.022 0.035 0.404
H -0.35007 3.80782 3.77283 -0.019 -0.017 0.013 0.429
H -1.85691 2.42071 5.21040 0.012 0.006 -0.003 0.429
H -1.82906 -0.05820 4.93236 0.010 -0.005 -0.007 0.458
H -0.30958 -1.05253 3.21523 -0.032 0.023 -0.019 0.464
C -5.13596 -0.03193 1.02830 0.016 0.000 -0.022 -0.580
C -4.26582 0.79555 1.72282 0.007 -0.008 -0.003 -1.052
C -2.97272 0.98649 1.25557 -0.051 -0.044 0.057 -0.105
C -2.54047 0.37436 0.08282 -0.012 0.027 -0.011 0.685
C -3.40781 -0.47778 -0.59228 -0.024 -0.003 0.045 -0.814
C -4.69931 -0.67532 -0.12217 0.015 0.006 0.015 -0.756
As -0.69163 0.64127 -0.45001 -0.288 0.029 -0.368 2.713
C -0.63529 -0.19005 -2.20064 -0.150 -0.011 -0.031 -0.160
C -1.44457 0.25157 -3.24684 0.048 0.003 -0.016 -0.113
C -1.37691 -0.35987 -4.48861 0.029 -0.031 0.011 -0.796
C -0.49683 -1.41733 -4.69421 -0.006 0.012 0.022 -0.522
C 0.31305 -1.85717 -3.65851 -0.006 0.002 -0.007 -0.771
C 0.24238 -1.24447 -2.41261 0.006 -0.052 -0.009 -0.311
C -0.68821 2.51138 -1.02170 -0.007 0.060 0.053 0.122
C -1.41895 3.50262 -0.37157 -0.013 0.038 -0.044 -0.107
C -1.23260 4.84303 -0.69254 0.009 -0.026 -0.015 -0.777
C -0.30569 5.20836 -1.65800 -0.012 -0.018 0.020 -0.526
C 0.43175 4.22672 -2.30595 -0.004 -0.019 -0.006 -0.724
C 0.24360 2.88971 -1.98870 0.018 0.035 0.038 -0.593
H -6.14627 -0.18235 1.38685 0.007 -0.012 0.000 0.386
H -4.58971 1.28733 2.63248 0.001 -0.004 -0.008 0.438
H -2.29352 1.60981 1.82623 0.013 0.024 0.003 0.271
H -3.07561 -1.00461 -1.47729 -0.001 0.032 -0.019 0.374
H -5.36582 -1.34045 -0.65669 -0.004 0.006 0.001 0.421
H -2.12080 1.08430 -3.09178 -0.012 -0.003 0.010 0.465
H -2.00756 -0.01182 -5.29704 0.005 -0.003 0.002 0.402
H -0.44249 -1.89500 -5.66426 0.004 0.006 0.002 0.392
H 1.00523 -2.67443 -3.81642 -0.007 -0.001 -0.003 0.450
H 0.87983 -1.58842 -1.60637 0.010 0.020 -0.015 0.083
H -2.15937 3.23774 0.37314 0.010 0.014 -0.023 0.330
H -1.82009 5.60203 -0.19042 -0.001 -0.003 0.005 0.438
H -0.15905 6.25192 -1.90522 0.000 -0.002 -0.001 0.389
H 1.16121 4.50165 -3.05721 0.005 -0.005 0.003 0.412
H 0.82949 2.13242 -2.49842 0.011 -0.004 -0.007 0.503
O -0.67055 -1.99731 0.92887 -0.187 0.077 0.051 -0.466
C 0.46350 -2.45780 0.90264 0.310 -0.102 0.218 0.485
O 1.56855 -1.79554 0.97043 -0.091 -0.056 -0.285 -0.838
C 0.65898 -3.95346 0.81816 -0.001 0.048 -0.064 0.138
C -0.36055 -4.79739 1.24003 -0.060 -0.047 -0.064 -0.372
C -0.21430 -6.17550 1.16087 -0.004 0.013 0.008 -0.630
C 0.94513 -6.72298 0.63497 -0.058 -0.025 0.011 -0.513
C 1.93807 -5.86192 0.20711 0.090 -0.074 -0.156 -0.250
C 1.82882 -4.48899 0.29796 0.049 0.068 0.046 -0.320
N 3.17375 -6.44032 -0.37021 0.057 0.078 0.458 1.076
O 3.27654 -7.65040 -0.37899 -0.058 -0.046 -0.142 -0.633
O 4.03085 -5.67098 -0.74973 -0.028 0.021 -0.158 -0.610
H -1.27363 -4.35576 1.61703 0.010 0.010 0.002 0.540
H -1.00819 -6.82746 1.50005 0.003 0.008 0.000 0.393
H 1.08722 -7.78988 0.54895 0.000 0.009 -0.002 0.504
H 2.63687 -3.84909 -0.02375 -0.013 0.003 -0.006 0.684
```
Forces are in eV/Å.

For the HOMO energy, the calculation gives -7.39 eV. The LUMO energy is -1.17 eV.

---

Record 5
Formula: C22H13F4N5O5Rb
Source: OMol25
Level of theory: wB97M-V/def2-TZVPD

```
50
Properties=species:S:1:pos:R:3:forces:R:3:mulliken_charge:R:1
Rb 0.13979 -2.16132 -0.75336 0.034 0.093 -0.189 0.820
O 3.00053 0.17098 2.64500 -0.001 -0.002 0.003 -0.473
C 2.26120 -0.65590 1.89423 -0.014 -0.007 0.027 0.601
O 2.29305 -0.67113 0.69046 0.020 0.048 0.042 -0.574
C 1.40073 -1.53785 2.76592 0.025 -0.024 0.000 -0.563
O 0.71903 -2.43713 1.96027 0.001 -0.024 0.043 0.009
C -0.08674 -3.36162 2.69526 0.036 0.001 0.027 -0.469
C -0.76609 -4.40043 1.76938 -0.001 -0.032 0.001 0.361
O -1.55560 -5.13864 2.36630 -0.008 -0.060 0.041 -0.737
O -0.43969 -4.37983 0.55736 -0.037 -0.094 0.053 -0.720
H 3.45233 0.79142 2.05404 0.004 0.009 -0.003 0.380
H 0.72591 -0.88442 3.33662 -0.015 0.019 0.016 0.315
H 2.05131 -2.03840 3.49693 -0.007 0.004 -0.009 0.350
H -0.86110 -2.82283 3.25075 0.004 0.006 -0.003 0.294
H 0.53847 -3.90186 3.41517 0.001 0.009 0.007 0.273
F -0.24462 1.11154 0.68737 -0.019 0.075 0.066 -0.152
C -0.76984 2.19982 1.27869 0.064 -0.042 0.000 0.433
C 0.07159 2.96879 2.02120 0.011 -0.022 -0.036 0.095
F 1.35155 2.57956 2.09845 -0.034 0.013 0.007 -0.302
C -0.33733 4.14494 2.70313 0.014 -0.020 -0.004 0.390
C -1.71732 4.43399 2.52701 -0.016 0.014 0.003 0.130
C -2.55711 3.66706 1.77874 -0.017 0.014 -0.009 -0.058
F -3.83345 4.05544 1.68763 0.021 -0.019 0.007 -0.338
C -2.14545 2.49234 1.09405 -0.001 0.011 -0.001 0.377
C -3.00570 1.70586 0.30302 -0.025 -0.044 -0.053 0.711
C -2.56614 0.53500 -0.36592 0.018 -0.030 0.088 -0.173
N -2.24175 -0.42788 -0.91253 -0.084 0.062 -0.092 -0.471
C -4.37063 2.02301 0.05684 0.065 0.140 -0.020 -0.047
N -5.46708 2.26214 -0.20518 -0.054 -0.074 0.015 -0.645
F -2.22885 5.52019 3.11438 0.000 -0.025 -0.010 -0.339
C 0.53427 4.94009 3.46936 0.010 -0.002 0.003 0.683
C 0.11780 6.09957 4.18178 0.005 -0.039 0.011 0.004
N -0.14899 7.04059 4.79130 0.005 0.033 0.000 -0.630
C 1.92499 4.66635 3.60129 -0.035 0.023 -0.048 0.060
N 3.05940 4.50647 3.72872 0.029 -0.019 0.023 -0.651
C 2.47372 -3.92681 -3.88926 -0.006 0.003 -0.001 -1.102
C 1.53644 -2.95822 -4.50945 -0.005 -0.023 0.005 0.494
C 1.35786 -2.69805 -5.92278 0.000 -0.001 0.015 -0.546
C 0.39331 -1.74572 -6.00196 -0.004 0.008 0.012 -0.765
C 0.01337 -1.45282 -4.63447 0.013 -0.004 -0.008 0.470
C -1.00239 -0.47345 -4.18229 -0.007 -0.011 0.000 -0.943
N 0.71841 -2.19879 -3.76591 -0.003 0.039 -0.011 -0.034
H 3.06797 -4.44745 -4.63751 0.001 -0.001 -0.001 0.303
H 1.91921 -4.66277 -3.30247 -0.001 -0.002 0.003 0.290
H 3.14506 -3.41109 -3.19906 0.001 -0.001 0.000 0.271
H 1.89524 -3.18025 -6.72365 0.004 -0.005 -0.010 0.407
H -0.02501 -1.28267 -6.88138 -0.003 0.001 -0.008 0.403
H -1.46941 0.03662 -5.02238 0.000 0.001 0.000 0.309
H -0.54726 0.27016 -3.52405 0.012 0.007 -0.004 0.233
H -1.77500 -0.96460 -3.58703 -0.002 -0.004 0.004 0.266
```
Forces are in eV/Å.

For the HOMO energy (spin up / spin down), the calculation gives -5.87 / -5.20 eV. Its charge is -1. The LUMO energy (spin up / spin down) is -0.12 / -0.14 eV.

---

Record 6
Formula: C3H10N2O2
Source: OMol25
Level of theory: wB97M-V/def2-TZVPD

```
17
Properties=species:S:1:pos:R:3:forces:R:3:mulliken_charge:R:1
C 1.41434 0.93097 0.20361 -0.526 0.314 -0.615 -0.148
C -0.21865 -2.30316 -0.14485 -0.024 0.160 -0.200 -0.575
O -0.30175 -1.10004 0.60383 -0.361 0.981 -0.718 -0.250
O 2.41937 1.66354 -0.44825 -0.231 0.154 -0.366 -0.545
H 1.94689 2.39185 -0.88021 0.343 -0.005 0.100 0.330
H 1.83931 -0.03378 0.48821 -0.129 0.137 -0.112 0.260
H 1.09170 1.47412 1.09456 -0.283 -0.232 0.041 0.279
H -1.21048 -2.62737 -0.47618 0.108 0.056 -0.050 0.261
H 0.21247 -3.08012 0.49440 -0.064 0.296 0.092 0.254
H 0.44113 -2.17383 -1.01164 -0.119 -0.065 0.017 0.254
C -1.73642 0.76250 0.53039 -0.018 -0.006 0.243 -0.682
N -0.80515 -0.00724 -0.29812 0.106 -0.484 0.125 -0.118
N 0.25725 0.82018 -0.76922 0.762 -0.891 1.468 -0.408
H 0.64378 0.39756 -1.61490 -0.239 -0.083 0.218 0.250
H -1.25969 1.18000 1.42412 0.015 -0.020 -0.022 0.281
H -2.17193 1.58466 -0.04878 0.347 -0.267 -0.090 0.278
H -2.56217 0.12016 0.85302 0.312 -0.044 -0.128 0.280
```
Forces are in eV/Å.

For the HOMO energy, the calculation gives -9.30 eV. Its SMILES is CON(C)NCO. The LUMO energy is 0.97 eV.

---

Summary of energy above the lowest of the compared OMol25 structures with the same formula, charge and spin in eV
0.2891; 2.1960; 0.7926; 0.2960; 0.2176; 4.2281
(order as listed above)
Summary of molecular weight in g mol⁻¹
379.1; 197.8; 670.7; 789.1; 588.8; 106.1
(order as listed above)